[1]
{"formula": "C4H4NS", "method": "ωB97M-V/def2-TZVPD", "symbols": ["C", "C", "C", "C", "N", "S", "H", "H", "H", "H"], "xyz": [[-1.86054, -0.30870, -0.11586], [0.45838, 0.23545, -0.81352], [-0.42102, -0.40211, 0.21476], [-0.74561, 0.95660, 0.84398], [-2.84432, 0.19937, -0.46913], [0.26282, 1.91546, -0.07119], [1.37751, -0.20907, -0.69255], [0.10151, 0.35169, -1.79146], [-0.02173, -1.35347, 0.61985], [-1.37135, 1.18787, 1.69108]], "forces_ev_per_angstrom": [[-0.7, -0.3, -1.7], [-0.7, 1.3, 0.3], [-2.1, 0.5, 0.6], [2.0, -0.3, 1.1], [0.5, -0.6, 0.5], [-0.5, -0.5, 0.4], [2.5, -0.4, -0.4], [-0.3, -0.5, -1.5], [-0.7, 0.8, 0.5], [-0.1, 0.1, 0.1]], "e_above_lowest_kcal_mol": 54.2, "total_charge": 1, "gap_ha": 0.348}


[2]
{"formula": "C2H3BrN4", "method": "ωB97M-V/def2-TZVPD", "symbols": ["C", "C", "N", "N", "N", "N", "Br", "H", "H", "H"], "xyz": [[-0.22522, 1.15107, 1.97683], [-0.22208, 0.08339, -0.24721], [-0.04366, 1.74745, 2.94058], [0.78064, -0.72463, -0.08369], [-1.04491, 0.00785, -1.31324], [-0.57225, 0.83351, 0.79127], [2.71931, -2.74281, -1.20624], [1.40925, -0.21162, 0.62177], [-0.89448, -0.75300, -2.08397], [-1.90660, 0.60878, -1.39610]], "forces_ev_per_angstrom": [[0.1, -0.2, -2.2], [-0.5, -0.3, 0.6], [0.6, 0.7, 2.4], [2.6, 0.4, 0.8], [-1.3, -0.8, -2.6], [-2.0, 0.4, -0.8], [-0.2, 0.1, 0.1], [-0.9, -1.5, -1.1], [-0.2, 2.2, 2.3], [1.7, -1.2, 0.4]], "e_above_lowest_kcal_mol": 0.0, "s_squared": 2.046, "spin_multiplicity": 3, "gap_ha": [0.396, 0.242]}


[3]
{"formula": "BF4H20O10", "method": "ωB97M-V/def2-TZVPD", "symbols": ["B", "F", "F", "F", "F", "O", "H", "H", "O", "H", "H", "O", "H", "H", "O", "H", "H", "O", "H", "H", "O", "H", "H", "O", "H", "H", "O", "H", "H", "O", "H", "H", "O", "H", "H"], "xyz": [[-0.04632, -0.11715, 0.35504], [-0.35688, -0.46687, -0.96104], [-0.45130, 1.19693, 0.58924], [-0.72576, -0.98506, 1.23903], [1.36840, -0.16204, 0.53130], [-2.59379, 0.74489, -2.46576], [-2.16425, 0.61364, -1.61269], [-2.18089, 0.08781, -3.03379], [-2.48208, 0.38011, 2.92164], [-1.93752, -0.15098, 2.32176], [-2.03937, 0.29138, 3.77083], [-2.52311, 3.13550, 1.54948], [-1.76193, 3.30713, 0.96099], [-2.43427, 2.19774, 1.76694], [1.20072, -0.33180, 3.24938], [1.21147, -0.71521, 2.35905], [0.71803, 0.49342, 3.14043], [-0.39532, 3.76469, -0.26988], [-0.31091, 2.92836, -0.75539], [0.28444, 3.72427, 0.41121], [2.11729, -0.37293, -2.75562], [2.31548, -1.16851, -3.25795], [1.56429, -0.69132, -2.02883], [1.35909, 2.23886, -1.49821], [1.24443, 1.73801, -0.68113], [0.97964, 1.67944, -2.18428], [0.42319, -3.25974, -2.17261], [0.71767, -4.16644, -2.29615], [-0.16076, -3.30318, -1.39491], [-1.25377, -3.60546, 0.19720], [-0.90330, -2.80181, 0.61271], [-2.18311, -3.60753, 0.44331], [4.09806, -0.84679, 0.57662], [3.15706, -0.66953, 0.72205], [4.14536, -1.09986, -0.35001]], "forces_ev_per_angstrom": [[-0.1, 0.5, -0.6], [0.1, -0.2, 0.0], [0.0, -0.3, 0.2], [0.3, -0.3, -0.1], [-0.6, -0.4, -0.1], [-0.1, 0.0, -0.1], [0.0, 0.0, 0.0], [0.1, 0.0, 0.1], [0.0, -0.1, 0.0], [-0.1, 0.1, 0.1], [0.0, 0.1, 0.0], [0.3, -0.1, -0.1], [-0.4, 0.1, 0.0], [-0.1, 0.1, 0.2], [0.0, -0.2, 0.2], [0.1, 0.2, 0.5], [0.0, 0.0, -0.1], [-0.6, 0.4, 0.3], [0.3, 0.5, 0.1], [0.0, -0.1, -0.2], [0.1, -0.1, 0.1], [-0.1, 0.0, 0.0], [-0.1, 0.0, -0.1], [0.0, -0.1, -0.1], [0.3, -0.1, -0.2], [0.3, -0.2, -0.1], [0.0, 0.0, 0.1], [0.0, 0.0, 0.0], [0.0, 0.0, -0.2], [0.2, 0.1, 0.1], [-0.1, 0.0, 0.0], [0.0, 0.0, -0.1], [-0.1, -0.1, 0.1], [0.3, 0.0, -0.1], [-0.1, 0.1, 0.0]], "e_above_lowest_kcal_mol": 7.6, "total_charge": -1, "gap_ha": 0.364}


[4]
{"formula": "C5H11N2O", "method": "ωB97M-V/def2-TZVPD", "symbols": ["C", "C", "C", "C", "C", "N", "N", "O", "H", "H", "H", "H", "H", "H", "H", "H", "H", "H", "H"], "xyz": [[-0.31677, -0.35210, -1.28474], [-0.03515, 0.14159, 0.15166], [1.72249, 0.49066, 0.13858], [-0.25356, -1.01116, 1.14794], [-1.19199, 1.05877, 0.42390], [2.34499, -0.64380, 0.31319], [-1.93861, 1.60061, -0.52727], [1.99780, 1.63961, -0.00848], [0.02303, 0.35682, -2.00733], [-1.37485, -0.61147, -1.50792], [-0.04972, -1.97415, 0.68651], [0.40772, -0.95302, 2.12172], [-1.20179, -1.02392, 1.51062], [-1.29021, 1.49358, 1.38113], [1.88488, -1.43240, 0.72680], [3.31827, -0.82651, 0.17721], [-2.88203, 1.91058, -0.54107], [0.43684, -1.16177, -1.49416], [-1.60133, 1.29810, -1.40829]], "forces_ev_per_angstrom": [[2.6, -1.5, -0.4], [-4.3, -0.6, -0.6], [-1.2, -0.9, 0.7], [5.0, -0.2, 1.3], [1.8, 0.6, 2.2], [0.7, -0.3, 0.0], [0.7, 0.3, -2.3], [0.1, 0.3, -0.4], [-0.1, 1.0, -0.6], [0.9, -0.2, 0.6], [0.1, -0.2, -0.1], [-1.1, 0.0, -1.7], [-2.9, 0.2, 0.8], [-0.1, 0.1, 1.1], [-0.6, 0.0, -0.2], [0.8, 0.7, -0.2], [-0.5, 0.2, 0.8], [-1.3, 0.1, 0.1], [-0.5, 0.4, -1.2]], "e_above_lowest_kcal_mol": 62.9, "s_squared": 2.008, "spin_multiplicity": 3, "total_charge": 1, "gap_ha": [0.269, 0.256]}


[5]
{"formula": "C11H15F3O6S", "method": "ωB97M-V/def2-TZVPD", "symbols": ["C", "C", "C", "O", "C", "O", "O", "C", "C", "O", "C", "F", "F", "F", "H", "H", "H", "H", "H", "H", "H", "C", "C", "C", "S", "O", "O", "C", "H", "H", "H", "H", "H", "H", "H", "H"], "xyz": [[7.51345, -2.65179, 0.67731], [6.35404, -1.87220, 0.41019], [4.85533, -1.15646, 0.35440], [4.94437, 0.31786, 0.33980], [3.51207, 0.74632, 0.47109], [3.10938, 1.28734, 1.63400], [2.64939, 0.47847, -0.68978], [1.35302, -0.10073, -0.30633], [1.43405, -1.39589, 0.69412], [2.00099, -2.62216, 0.04329], [-0.13993, -1.81791, 1.07221], [-0.02791, -3.21102, 1.63976], [-1.00984, -1.89894, -0.12981], [-0.70893, -0.96380, 2.16420], [8.28437, -3.49353, 1.02574], [4.23032, -1.49517, 1.31211], [4.29173, -1.54834, -0.62064], [0.85115, -0.48506, -1.31688], [0.58838, 0.70820, 0.12203], [1.93989, -1.17304, 1.74376], [2.62221, -3.00460, 0.75697], [-4.97957, 1.62308, -0.03322], [-4.93214, 1.77369, -1.55298], [-3.55523, 2.32704, -1.91627], [-2.44080, 1.77582, -0.63335], [-1.96859, 2.93418, 0.09559], [-1.53808, 0.78258, -1.18019], [-3.67180, 0.94975, 0.35552], [-5.84489, 1.03711, 0.29002], [-5.04613, 2.61266, 0.43447], [-5.07033, 0.79159, -2.02128], [-5.72968, 2.42726, -1.91995], [-3.21198, 1.94910, -2.88263], [-3.55190, 3.42049, -1.92130], [-3.43257, 1.05534, 1.41505], [-3.67387, -0.10723, 0.07296]], "forces_ev_per_angstrom": [[-8.8, 4.7, -1.3], [7.0, -5.4, 2.6], [0.9, -1.8, -0.5], [-4.1, -0.6, -0.1], [-1.4, 2.1, 4.9], [2.4, -3.7, -8.1], [2.0, -0.4, 3.8], [-2.2, -0.7, -0.3], [-1.2, -0.3, 0.2], [0.7, 1.9, 2.7], [-0.1, -1.5, 0.6], [-1.0, 4.4, -1.6], [2.5, 0.4, 4.4], [1.4, -2.8, -3.9], [-2.1, 2.6, -1.2], [1.7, 0.6, -1.9], [1.4, 0.9, 2.2], [1.4, 0.9, 2.2], [2.0, -1.7, -0.7], [-1.1, -0.3, -2.3], [-1.6, 0.6, -1.8], [-0.2, 0.2, 0.1], [-0.3, -0.1, -0.2], [-0.3, 0.2, -0.6], [0.1, -0.1, 0.1], [0.2, -0.5, -0.3], [0.1, 0.5, 0.2], [-0.3, -0.3, 0.4], [0.1, 0.1, 0.0], [0.0, -0.1, 0.0], [0.0, 0.1, 0.1], [0.1, -0.1, 0.0], [0.1, 0.1, 0.2], [0.1, -0.2, 0.1], [0.2, 0.0, -0.2], [0.1, 0.1, 0.0]], "smiles": "C#CCOC(=O)OC[C@H](O)C(F)(F)F.O=S1(=O)CCCC1", "gap_ha": 0.365}


[6]
{"formula": "C14H40N4O6", "method": "ωB97M-V/def2-TZVPD", "symbols": ["C", "O", "N", "N", "H", "H", "H", "H", "C", "O", "N", "N", "H", "H", "H", "H", "C", "C", "C", "O", "H", "H", "H", "H", "H", "H", "H", "H", "C", "C", "C", "O", "H", "H", "H", "H", "H", "H", "H", "H", "C", "C", "C", "O", "H", "H", "H", "H", "H", "H", "H", "H", "C", "C", "C", "O", "H", "H", "H", "H", "H", "H", "H", "H"], "xyz": [[-0.32598, 0.34277, 0.20248], [-0.85560, -0.75817, 0.03613], [-0.11891, 0.91166, 1.42945], [0.27997, 1.01513, -0.82428], [0.52347, 1.68971, 1.43533], [-0.45148, 0.53636, 2.29494], [0.56429, 0.52770, -1.65177], [0.63348, 1.93973, -0.63527], [2.96840, 2.74529, -0.68551], [2.18666, 3.03483, 0.22636], [3.09828, 3.53487, -1.78853], [3.79550, 1.67181, -0.59111], [2.60541, 4.40609, -1.83940], [3.83280, 3.34645, -2.44545], [3.67078, 1.06959, 0.20221], [4.51280, 1.43829, -1.25197], [-5.64521, -1.53959, 2.46260], [-4.59028, -0.85218, 1.62003], [-3.94879, 0.31528, 2.35332], [-3.66170, -1.86337, 1.26708], [-5.14579, -2.07604, 3.27272], [-6.19147, -2.27455, 1.86905], [-6.37150, -0.83872, 2.87403], [-5.06270, -0.51529, 0.68699], [-4.41311, 1.26319, 2.08196], [-2.87595, 0.34798, 2.16964], [-4.04692, 0.20200, 3.43710], [-2.86930, -1.50439, 0.84808], [0.63217, -4.91204, -1.72417], [0.30043, -3.44566, -1.85612], [0.62883, -2.94639, -3.25145], [-1.09795, -3.28006, -1.58448], [1.70710, -5.09731, -1.69944], [0.20921, -5.49253, -2.54974], [0.19326, -5.35151, -0.82557], [0.87776, -2.84334, -1.14698], [0.62649, -1.85157, -3.30947], [-0.08432, -3.28622, -4.00510], [1.62008, -3.27423, -3.58143], [-1.15491, -2.35255, -1.31581], [1.23656, 2.11514, -4.53136], [2.43325, 1.72634, -5.37767], [3.68345, 2.53788, -5.05070], [2.79627, 0.34313, -5.18401], [0.35084, 1.53455, -4.78533], [0.95557, 3.13090, -4.86335], [1.46299, 2.21545, -3.47480], [2.18336, 1.85901, -6.43536], [4.34198, 2.56493, -5.91424], [4.12974, 2.02005, -4.19622], [3.48072, 3.56188, -4.73894], [2.19438, -0.18447, -5.71676], [-0.03229, 0.23468, 6.92507], [-0.10515, -0.11656, 5.43863], [-1.51372, 0.06321, 4.86942], [0.78776, 0.68711, 4.68044], [-0.93010, -0.13544, 7.42667], [0.00655, 1.31524, 7.05745], [0.81720, -0.25684, 7.39638], [0.16883, -1.16292, 5.31653], [-1.84477, 1.10499, 4.92287], [-2.24056, -0.52046, 5.43345], [-1.43788, -0.22758, 3.82618], [0.51969, 1.60675, 4.76921]], "forces_ev_per_angstrom": [[1.0, -1.2, 0.2], [-0.4, 0.3, 0.1], [0.0, 0.7, -1.0], [-0.5, 0.5, 0.3], [0.0, 0.0, 0.4], [0.0, -0.2, -0.1], [-0.3, -0.1, -0.1], [0.2, -0.1, -0.1], [0.1, 0.8, 1.1], [-0.1, -0.3, -0.5], [0.3, -0.6, -0.2], [-0.1, -0.2, -0.1], [0.0, 0.0, 0.2], [-0.1, 0.2, -0.1], [0.0, 0.0, 0.0], [-0.1, 0.1, -0.1], [-0.1, -0.3, -0.1], [-0.1, -0.2, -0.5], [0.1, 0.0, 0.4], [0.2, -0.4, 0.3], [-0.1, 0.1, 0.1], [0.1, 0.0, 0.0], [0.1, 0.1, 0.0], [0.0, 0.3, 0.1], [0.1, 0.0, 0.0], [0.0, 0.2, -0.3], [-0.1, -0.1, 0.0], [0.0, 0.2, 0.0], [-0.1, -0.7, 0.2], [-0.4, -0.2, -0.3], [0.3, 0.5, -0.6], [0.7, 0.3, 0.0], [0.0, 0.1, -0.1], [0.0, 0.2, -0.1], [0.1, 0.3, 0.1], [0.0, -0.2, 0.2], [0.0, 0.0, 0.1], [-0.1, -0.2, 0.2], [0.0, 0.0, 0.1], [-0.4, 0.0, 0.2], [-0.2, 1.2, -1.0], [0.1, -0.3, 0.1], [-0.3, -0.3, 0.2], [0.0, 0.4, -0.1], [0.1, -0.4, 0.5], [0.1, -0.1, 0.2], [-0.1, -0.5, 0.2], [-0.1, 0.1, 0.0], [0.3, -0.1, 0.2], [0.4, 0.1, -0.2], [-0.2, 0.1, -0.2], [0.0, -0.1, 0.1], [-0.3, -0.5, -0.2], [-0.9, 0.7, 0.5], [0.5, 0.1, 0.3], [0.5, -0.4, -0.3], [0.0, 0.0, 0.0], [0.1, 0.0, 0.1], [0.2, 0.3, 0.0], [0.3, 0.1, -0.3], [0.1, 0.1, 0.0], [0.0, -0.2, -0.3], [-0.6, -0.2, 0.0], [0.0, 0.0, 0.1]], "e_above_lowest_kcal_mol": 0.0, "smiles": "NC(N)=O.NC(N)=O.CC(C)O.CC(C)O.CC(C)O.CC(C)O", "gap_ha": 0.358}


Results for calculated total energy: -16527.0865 -78121.5901 -32356.4765 -10379.4919 -42913.1437 -33413.9781 (in eV, following the order of the records).